{"formula": "C27H16ClINO6STa", "method": "wB97M-V/def2-TZVPD", "species": ["Ta", "O", "C", "C", "O", "C", "C", "O", "C", "O", "O", "O", "N", "C", "C", "C", "C", "C", "S", "H", "H", "H", "H", "I", "C", "C", "C", "C", "C", "C", "C", "C", "C", "C", "H", "H", "H", "H", "H", "H", "Cl", "C", "C", "C", "C", "C", "C", "C", "H", "H", "H", "H", "H", "H"], "positions_angstrom": [[-1.2854, -0.2175, -0.2990], [-7.1725, 1.6854, -0.3359], [-6.0282, 1.2458, -0.3260], [-4.8239, 2.0955, -0.7627], [-4.8405, 3.2235, -1.2481], [-3.7366, 1.2960, -0.4971], [-4.1013, 0.0077, -0.2254], [-3.1306, -0.8364, 0.0980], [-5.5423, -0.1835, 0.0227], [-6.1019, -1.2321, 0.2688], [-2.4916, 1.5395, -0.6584], [0.2063, 0.8019, -0.9247], [0.2788, 1.0185, -2.3119], [1.3198, 1.8254, -2.5841], [1.5319, 2.1890, -3.9305], [0.6859, 1.5826, -4.8725], [-0.1659, 0.5601, -4.5770], [-0.4555, 0.3381, -3.2181], [-1.4937, -0.9764, -2.8117], [1.7726, 2.2474, -1.6969], [2.2204, 2.9366, -4.3048], [0.5447, 2.0052, -5.8849], [-0.7227, 0.1620, -5.3891], [2.0074, -2.1011, -2.6679], [2.4566, -1.4692, -0.6423], [3.7984, -1.2819, -0.3540], [4.2449, -1.9375, 0.7704], [3.3832, -2.8457, 1.4882], [2.0512, -2.9105, 1.1086], [1.2745, -3.9726, 1.7133], [-0.0447, -4.0784, 1.3946], [-0.6065, -2.9465, 0.6796], [0.0164, -1.8297, 0.2701], [1.4698, -1.9531, 0.2763], [4.4788, -0.7820, -1.0245], [5.2069, -1.7539, 1.3466], [3.7973, -3.4834, 2.2867], [1.7782, -4.4809, 2.5645], [-0.6903, -4.7972, 1.8935], [-1.6737, -2.9810, 0.4620], [0.1799, -0.7920, 4.0732], [0.7980, 0.5594, 3.1150], [2.1424, 1.0606, 3.4065], [2.4503, 2.2814, 2.9094], [1.6501, 3.0164, 2.0020], [0.3804, 2.5550, 1.6767], [-0.0373, 1.2080, 2.1568], [-1.3539, 0.8244, 1.7394], [2.8463, 0.4592, 3.9775], [3.5361, 2.5067, 3.1939], [2.0813, 3.9725, 1.6853], [-0.2346, 2.9866, 0.8596], [-2.1210, 1.6340, 1.7068], [-1.7340, 0.0182, 2.4015]], "lowdin_spin": [0.7344, -0.0018, -0.0004, -0.0005, -0.0002, 0.0118, 0.0169, 0.0050, 0.0025, 0.0081, 0.0065, 0.0048, 0.0186, 0.0084, 0.0022, 0.0093, -0.0004, 0.0196, 0.0097, 0.0008, 0.0001, 0.0005, -0.0001, 0.0015, -0.0145, 0.0075, -0.0080, 0.0123, 0.0024, 0.0497, -0.0036, 0.0618, -0.0017, 0.0129, 0.0004, -0.0006, 0.0005, 0.0026, -0.0016, 0.0029, -0.0002, -0.0027, 0.0004, -0.0014, 0.0005, -0.0006, 0.0008, 0.0114, 0.0001, -0.0001, 0.0001, 0.0001, 0.0040, 0.0072], "homo_energy_ev": [-3.747, -4.865], "s_squared": 0.765, "relative_energy_kcal_mol": 61.6, "max_force_ha_per_bohr": 0.090, "spin_multiplicity": 2, "orbital_gap_ev": [5.55, 6.66], "charge": -1}